1.
{"formula": "C5H10O", "method": "wB97M-V/def2-TZVPD", "lumo_ev": [0.98, 0.95], "total_charge": 0, "gap_ha": [0.2915, 0.3136], "spin_multiplicity": 1, "e_above_lowest_kcal_mol": 106.6, "species": ["C", "C", "O", "C", "C", "C", "H", "H", "H", "H", "H", "H", "H", "H", "H", "H"], "xyz": [[-0.30218, 0.67982, -2.12179], [-0.67134, -0.61655, -1.47442], [-0.42551, -0.83183, -0.19734], [-1.06407, 0.05335, 0.73528], [-0.29823, -0.35925, 2.00677], [1.07095, -0.49812, 1.42562], [-0.50935, 0.61754, -3.19577], [0.78435, 0.83337, -1.96846], [-0.81787, 1.56418, -1.72250], [-2.14708, -0.10428, 0.63907], [-0.66109, -1.52665, -2.07164], [-0.81057, 1.08909, 0.49001], [-0.41524, 0.41342, 2.77973], [-0.71243, -1.29794, 2.39748], [1.68896, 0.40108, 1.35655], [1.59382, -1.44912, 1.47219]]}

---

2.
{"formula": "C18H25Cl2NSTl", "method": "wB97M-V/def2-TZVPD", "lumo_ev": [2.23, 2.30], "total_charge": -1, "gap_ha": [0.1782, 0.1812], "spin_multiplicity": 1, "species": ["Tl", "C", "C", "C", "C", "C", "C", "C", "C", "C", "C", "H", "H", "H", "H", "H", "H", "H", "H", "H", "H", "H", "H", "H", "H", "H", "Cl", "C", "C", "C", "C", "C", "Cl", "C", "N", "H", "H", "H", "C", "S", "C", "H", "H", "H", "H", "H", "H", "H"], "xyz": [[-0.06771, -0.59018, 0.54726], [-1.60921, 1.08862, -1.79994], [-2.66171, 0.83212, -0.89654], [-2.46511, 1.63482, 0.24126], [-1.29941, 2.40222, 0.03456], [-0.78001, 2.08732, -1.24354], [0.34619, 2.77082, -1.95384], [-0.72021, 3.34052, 1.02756], [-3.35601, 1.65872, 1.43026], [-3.80501, -0.09808, -1.10134], [-1.48351, 0.50032, -3.15454], [1.31039, 2.26322, -1.85414], [0.47999, 3.78852, -1.58744], [0.12809, 2.83732, -3.02094], [-0.18291, 2.78972, 1.80276], [-1.49911, 3.92512, 1.51846], [-0.02551, 4.04082, 0.56696], [-3.12281, 0.84442, 2.11696], [-4.40211, 1.55712, 1.13586], [-3.26501, 2.59782, 1.97566], [-3.66671, -1.01748, -0.53034], [-3.92571, -0.36108, -2.15294], [-4.73811, 0.36302, -0.77664], [-2.06491, 1.07722, -3.87344], [-1.85541, -0.52618, -3.16824], [-0.44981, 0.48422, -3.49884], [3.19469, -0.40318, -0.00384], [3.10509, -1.90938, -0.90264], [4.31109, -2.38228, -1.43634], [4.34959, -3.56868, -2.16654], [3.18139, -4.29798, -2.37244], [1.96769, -3.84408, -1.84874], [0.51809, -4.80008, -2.13524], [1.90879, -2.64688, -1.10784], [0.63759, -2.24908, -0.60654], [5.22759, -1.82598, -1.28444], [5.28769, -3.92308, -2.57344], [3.21919, -5.21868, -2.94064], [1.40529, 0.85232, 3.32676], [0.33589, -0.56938, 3.00196], [0.17049, -1.17508, 4.69786], [2.34959, 0.52532, 3.76976], [0.90799, 1.55752, 3.99776], [1.62189, 1.36292, 2.38466], [-0.29241, -0.41358, 5.33076], [1.14909, -1.44588, 5.10266], [-0.46551, -2.06428, 4.70236], [1.09049, -1.85158, 1.27946]]}

---

3.
{"formula": "C4H8N2O", "method": "wB97M-V/def2-TZVPD", "lumo_ev": 0.73, "total_charge": 0, "gap_ha": 0.3974, "spin_multiplicity": 1, "smiles": "CN[C@H](C#N)CO", "e_above_lowest_kcal_mol": 81.8, "species": ["C", "N", "C", "C", "O", "C", "N", "H", "H", "H", "H", "H", "H", "H", "H"], "xyz": [[-1.80136, 0.77987, 0.63225], [-0.46605, 0.23230, 0.83639], [0.22436, -0.10292, -0.36717], [1.71034, -0.31629, -0.30371], [2.38927, 0.64144, 0.47838], [-0.14316, -1.33804, -1.14310], [-0.58508, -2.34391, -1.50202], [-2.42245, 0.15403, -0.02385], [-2.30139, 0.88224, 1.59849], [-1.72906, 1.78100, 0.18889], [-0.47337, -0.54685, 1.48334], [0.06510, 0.72519, -1.07195], [1.60101, -0.66544, -1.52854], [2.12417, -1.26847, 0.00707], [1.80767, 1.38583, 0.71551]]}

---

4.
{"formula": "C20H29F15O10P2S", "method": "wB97M-V/def2-TZVPD", "lumo_ev": -0.07, "total_charge": 0, "gap_ha": 0.3249, "spin_multiplicity": 1, "smiles": "CCOC(=O)C(F)(F)F.CCOC(=O)C(F)(F)F.CCOC(=O)C(F)(F)F.CCOC(=O)C(F)(F)F.CCOC(=O)C(F)(F)F.P[PH2]=S", "species": ["P", "P", "S", "H", "H", "H", "H", "C", "C", "O", "C", "O", "C", "F", "F", "F", "H", "H", "H", "H", "H", "C", "C", "O", "C", "O", "C", "F", "F", "F", "H", "H", "H", "H", "H", "C", "C", "O", "C", "O", "C", "F", "F", "F", "H", "H", "H", "H", "H", "C", "C", "O", "C", "O", "C", "F", "F", "F", "H", "H", "H", "H", "H", "C", "C", "O", "C", "O", "C", "F", "F", "F", "H", "H", "H", "H", "H"], "xyz": [[5.13419, 3.86675, -3.14916], [5.91365, 1.88586, -2.62861], [7.82675, 1.86866, -2.31673], [4.66535, 3.59260, -4.44120], [3.89995, 3.76236, -2.48539], [5.13385, 1.53811, -1.51786], [5.47902, 0.97625, -3.59915], [-1.05282, 3.71964, -2.02702], [-1.11679, 3.39313, -3.49997], [0.12285, 2.78889, -3.95518], [0.26329, 1.49930, -3.72004], [-0.50205, 0.74980, -3.18563], [1.61968, 1.01481, -4.28912], [2.61441, 1.85569, -3.98190], [1.55304, 0.91218, -5.61928], [1.91800, -0.18303, -3.78747], [-0.19770, 4.36230, -1.81503], [-1.95979, 4.23869, -1.72029], [-0.96157, 2.81834, -1.42440], [-1.21987, 4.28802, -4.10831], [-1.94216, 2.72153, -3.73016], [1.44476, -3.93321, -4.20867], [1.42330, -3.28706, -2.84261], [0.38654, -3.86006, -2.00728], [0.67734, -4.99641, -1.40578], [1.69957, -5.62043, -1.46019], [-0.51817, -5.43985, -0.52336], [-1.67779, -5.31371, -1.16818], [-0.56371, -4.67607, 0.57815], [-0.37260, -6.70484, -0.15128], [0.46562, -3.85383, -4.68075], [2.17801, -3.43134, -4.83920], [1.71058, -4.98746, -4.14233], [1.16608, -2.23526, -2.90948], [2.38184, -3.38278, -2.33439], [0.80488, 1.62970, 3.17727], [-0.65801, 1.26204, 3.26548], [-1.48660, 2.44289, 3.41166], [-1.77480, 3.09587, 2.30275], [-1.43928, 2.83633, 1.18234], [-2.69752, 4.29684, 2.63107], [-2.26885, 4.96877, 3.70063], [-3.93764, 3.85123, 2.88660], [-2.75833, 5.13102, 1.60037], [1.10324, 2.21909, 4.04397], [1.40834, 0.72319, 3.14841], [1.00969, 2.20923, 2.27803], [-0.86821, 0.67376, 4.15479], [-0.98991, 0.70385, 2.39168], [-5.65836, 6.20923, 4.65896], [-6.93525, 5.95289, 3.89366], [-8.08009, 6.52173, 4.57165], [-8.28946, 7.81329, 4.37742], [-7.65027, 8.56814, 3.70342], [-9.56754, 8.25071, 5.13849], [-9.59349, 7.75350, 6.37700], [-10.64996, 7.80664, 4.48561], [-9.63192, 9.57332, 5.21154], [-5.74345, 5.83311, 5.67868], [-4.82814, 5.70552, 4.16905], [-5.43740, 7.27507, 4.70468], [-7.15535, 4.88970, 3.83403], [-6.88632, 6.35299, 2.88209], [4.30422, -7.45973, 0.88142], [4.29290, -7.84176, -0.58029], [5.47985, -8.59269, -0.93630], [5.46118, -9.88343, -0.65401], [4.58162, -10.51350, -0.14158], [6.78178, -10.53699, -1.13683], [7.84426, -9.80056, -0.80291], [6.75962, -10.65839, -2.47134], [6.92164, -11.74512, -0.60677], [5.21246, -6.90759, 1.12414], [3.44139, -6.83059, 1.09733], [4.25778, -8.34246, 1.51798], [4.31966, -6.96217, -1.21765], [3.40896, -8.42225, -0.83726]]}